# 1
Entry from the OMol25 dataset: C16H36N4O10PS2 as an isolated structure at a distorted geometry (the ωB97M-V functional and the def2-TZVPD basis).

Each line ends with the Löwdin charge.
Geometry (Å):
O -2.128785 -2.061756 1.289350  -0.258
P -3.210001 -2.201769 0.110916  0.853
O -2.558669 -1.428880 -1.164939  -0.263
C -4.622136 -1.046688 0.687230  -0.398
N -5.894830 -1.788838 0.721388  0.090
C -6.409973 -1.737324 -0.519729  -0.466
N -7.497520 -2.349292 -0.878598  0.180
C -8.237940 -3.145031 0.068315  -0.223
C -7.731288 -4.348504 0.528287  -0.005
C -8.488243 -5.038655 1.468844  -0.110
N -9.655160 -4.620481 1.947047  0.092
C -10.122327 -3.475866 1.462803  -0.109
C -9.460817 -2.687439 0.526212  0.020
N -5.641639 -0.948853 -1.370246  -0.316
S -6.677304 0.131943 -2.342271  0.823
C -4.961513 -0.024545 -0.393863  -0.589
S -6.348223 1.095651 0.214445  0.748
H -1.621801 -1.232615 1.253531  0.035
H -2.357646 -0.495494 -1.014150  0.058
H -4.425051 -0.658459 1.679588  0.123
H -5.715518 -2.712023 1.108224  0.136
H -7.831208 -2.233720 -1.824375  0.151
H -6.791636 -4.730005 0.165794  0.121
H -8.102232 -5.967758 1.856567  0.116
H -11.069469 -3.130997 1.845301  0.116
H -9.878848 -1.759953 0.175929  0.121
H -6.382788 -0.343414 -3.570693  -0.097
H -4.186770 0.595624 -0.804809  0.094
H -6.362042 0.936018 1.546479  -0.104
C 0.819390 0.624029 1.009281  -0.244
C 1.416819 1.904505 1.547499  -0.234
O 2.070136 1.638279 2.776138  -0.065
O -0.072183 0.067086 1.973522  -0.085
H 0.263748 0.802705 0.085780  0.113
H 1.615464 -0.104413 0.809207  0.107
H 0.625937 2.622380 1.765385  0.126
H 2.113440 2.347271 0.827617  0.125
H 2.873875 1.133912 2.579843  0.069
H 0.347413 0.223815 2.831404  0.093
C 5.864403 2.156228 1.445315  -0.238
C 6.453747 3.441958 1.975363  -0.229
O 7.105130 3.200723 3.224079  -0.063
O 4.951987 1.612851 2.402037  -0.083
H 5.325252 2.324193 0.513378  0.106
H 6.658853 1.425704 1.263470  0.113
H 5.664590 4.164960 2.177548  0.126
H 7.158273 3.872556 1.258072  0.118
H 7.901028 2.688305 3.049698  0.094
H 5.346211 1.776852 3.268324  0.088
C 3.311290 -0.034060 -2.023949  -0.239
C 3.613023 -1.513517 -2.129754  -0.230
O 3.824988 -2.064917 -0.830096  -0.061
O 4.371804 0.642777 -1.365481  -0.083
H 3.189684 0.411860 -3.011417  0.124
H 2.385343 0.116978 -1.450903  0.096
H 4.539115 -1.667139 -2.680977  0.127
H 2.803024 -2.045414 -2.638540  0.121
H 2.979498 -2.087622 -0.371464  0.082
H 4.678354 0.052611 -0.663347  0.085
C 7.256166 1.900895 -2.400781  -0.244
C 6.912547 3.341670 -2.701515  -0.237
O 8.080394 4.160731 -2.607331  -0.070
O 7.839211 1.792632 -1.107910  -0.073
H 6.366611 1.275962 -2.422633  0.094
H 7.978594 1.523130 -3.137745  0.120
H 6.213515 3.722927 -1.957937  0.120
H 6.464891 3.438696 -3.695436  0.121
H 8.653254 3.949965 -3.351228  0.092
H 8.406557 2.567062 -1.007096  0.077

Atomic forces in eV per Å
-0.1 0.5 -0.3
-0.2 -1.4 -0.1
-0.2 0.4 0.3
0.6 0.9 -0.5
1.3 -0.7 -0.1
0.7 -0.3 -0.3
-0.1 -0.5 0.2
-0.3 -0.1 0.0
-0.3 0.3 0.0
0.3 0.0 0.0
0.1 0.1 -0.3
0.0 0.3 -0.1
0.3 -0.4 0.0
-1.3 1.8 0.1
0.1 -0.8 -1.0
-1.3 -0.6 1.7
0.3 1.0 0.1
0.5 0.1 0.7
0.2 0.0 -0.2
0.1 0.3 0.0
-0.9 -0.1 0.2
-0.1 0.1 -0.1
0.2 -0.2 -0.1
-0.1 -0.2 0.1
-0.2 -0.1 0.1
-0.1 0.2 0.0
0.3 -0.1 0.2
0.2 -0.1 -0.4
0.4 -0.4 0.0
0.0 -0.1 0.2
0.3 0.0 0.0
-0.4 -0.3 0.0
-0.3 0.0 -0.4
0.0 0.0 0.0
0.0 0.1 -0.1
0.0 0.0 0.0
-0.1 0.0 -0.1
0.3 0.4 0.1
0.0 -0.1 0.1
0.0 -0.2 0.2
0.3 -0.1 0.0
-0.2 0.0 0.0
-0.2 0.0 -0.1
0.0 0.0 0.0
0.0 0.1 -0.2
0.0 0.0 0.0
-0.1 0.0 -0.1
0.0 0.0 0.0
0.0 0.0 0.0
0.2 0.0 0.2
-0.2 -0.1 0.1
0.1 0.1 -0.1
-0.1 0.0 -0.1
0.0 0.0 0.0
-0.1 -0.1 -0.2
0.0 0.0 0.0
0.0 0.1 -0.1
0.0 -0.1 0.0
0.0 0.0 0.0
0.3 0.0 0.1
0.2 0.0 -0.2
-0.1 0.0 0.1
-0.2 0.0 0.1
0.0 0.0 0.0
-0.1 0.0 -0.1
0.0 0.0 0.0
-0.1 -0.1 0.0
0.0 0.0 0.0
0.1 0.0 0.0

Output
HOMO energy, eV: -11.467
LUMO level, eV: -3.4
Calculated total energy, hartree: -2740.12845
Charge: +1

---

# 2
Entry from the OMol25 dataset: C16H36O16Zr as an isolated structure at a distorted geometry (the ωB97M-V functional and the def2-TZVPD basis).

Each line ends with the Löwdin charge.
Geometry (Å):
Zr -0.019436 0.180355 -0.102556  2.057
C -0.786806 -0.286505 -3.599506  -0.228
O -0.229426 0.031455 -2.327826  -0.472
H -0.765216 -1.373865 -3.672156  0.050
H -1.774036 0.069295 -3.894296  0.054
H -0.135066 0.044625 -4.408016  0.061
C -2.083856 -2.535565 0.913534  -0.243
O -1.380296 -1.586445 0.171354  -0.471
H -2.850126 -3.020215 0.308514  0.070
H -1.465616 -3.319305 1.351284  0.044
H -2.491896 -1.927885 1.721214  0.057
C 0.353164 3.672305 0.426144  -0.232
O 0.106804 2.412035 -0.190336  -0.474
H 1.239954 4.182415 0.049974  0.056
H -0.463986 4.379395 0.283364  0.053
H 0.406484 3.601385 1.512524  0.059
C 2.293554 -0.831575 2.354754  -0.226
O 1.183764 -0.304875 1.690774  -0.474
H 3.169524 -0.324345 1.950414  0.059
H 2.194904 -0.782955 3.439184  0.070
H 2.361084 -1.887025 2.091024  0.038
C -1.282376 -0.785385 4.245144  -0.015
O -2.316406 0.059555 3.784534  0.014
C -2.183606 0.949245 2.854444  -0.494
O -1.346436 1.059795 1.939664  0.024
O -3.170606 1.899065 3.244154  -0.045
C -3.501706 3.005455 2.371524  -0.022
H -0.686796 -1.063305 3.375584  0.079
H -1.544796 -1.693135 4.788494  0.100
H -0.680266 -0.198045 4.938384  0.104
H -2.729606 3.731645 2.625714  0.094
H -4.492116 3.349685 2.669364  0.097
H -3.427786 2.794025 1.304794  0.082
C 4.650894 -1.005755 -0.697936  -0.050
O 4.383184 0.296595 -1.028386  0.009
C 3.222414 0.909085 -1.049976  -0.484
O 2.125624 0.353415 -0.930216  -0.015
O 3.480974 2.163555 -1.440816  0.035
C 4.688304 2.884315 -1.104406  -0.015
H 5.719614 -0.944125 -0.492646  0.104
H 4.429164 -1.866185 -1.329276  0.105
H 4.350354 -1.351275 0.291204  0.088
H 4.618904 3.259545 -0.083376  0.094
H 4.989284 3.762265 -1.675986  0.099
H 5.541974 2.213785 -1.005646  0.088
C -2.652486 3.057275 -2.825176  -0.027
O -3.657246 2.424445 -2.057116  0.008
C -3.355186 1.462175 -1.166116  -0.453
O -2.304736 1.043425 -0.772026  0.046
O -4.624316 1.087375 -0.579566  -0.059
C -4.760126 0.115395 0.381434  -0.070
H -3.221026 3.803265 -3.380476  0.101
H -2.213236 2.453455 -3.619256  0.083
H -1.771916 3.283355 -2.223856  0.099
H -4.310876 -0.737365 -0.127576  0.100
H -5.831366 -0.023775 0.527014  0.103
H -4.266356 0.376665 1.317394  0.082
C 1.793434 -3.069415 -3.444256  -0.015
O 2.176684 -3.741355 -2.221146  -0.019
C 1.699914 -3.298795 -1.035186  -0.621
O 1.326524 -2.180775 -0.784146  0.078
O 1.796914 -4.316505 -0.266146  0.050
C 1.404934 -4.295515 1.145504  0.014
H 2.058894 -2.023135 -3.292816  0.090
H 0.732964 -3.259475 -3.609726  0.094
H 2.316114 -3.369475 -4.352486  0.090
H 1.339134 -5.299295 1.565254  0.093
H 0.460204 -3.790515 1.346864  0.073
H 2.161504 -3.877985 1.809874  0.075

Atomic forces in eV per Å
-0.7 -0.2 -0.9
1.5 -0.7 1.3
-0.4 0.5 1.5
-0.5 -0.3 -0.2
-0.4 0.3 0.7
0.4 0.3 -0.1
0.6 1.8 -0.1
1.9 1.7 -0.8
-0.3 0.0 0.0
0.2 -0.2 0.1
-0.8 -0.7 0.6
-0.6 -1.3 0.0
0.3 -1.4 0.5
0.3 -0.2 -0.1
-0.4 0.0 -0.4
0.4 -0.2 0.3
-1.0 0.0 -1.6
-1.8 0.8 -1.6
0.6 0.0 0.6
0.2 0.4 0.2
0.4 -0.3 0.1
2.0 0.1 -0.8
-1.1 -1.2 1.0
0.4 2.7 -0.8
-2.5 -0.4 2.1
1.1 -1.7 -1.8
1.3 0.0 0.6
0.3 -0.1 0.1
-1.1 0.3 -0.3
0.2 0.0 -0.1
-0.3 0.5 -0.3
0.2 -0.1 -0.1
-0.1 -0.3 0.1
1.6 -2.2 2.2
-0.1 0.5 -0.4
-0.7 -0.4 -0.9
2.3 1.7 0.1
-1.5 1.0 0.0
1.0 -0.9 1.9
0.3 -0.5 -0.7
-0.3 0.8 -0.9
-1.0 0.6 0.2
-0.6 0.1 0.1
-1.0 -0.5 -0.9
-0.1 -0.1 -0.7
0.8 -0.4 -0.8
-0.3 -1.8 1.0
-2.5 -0.2 1.8
-0.5 0.3 -0.5
1.7 3.6 -3.0
0.9 -1.3 -0.2
0.6 0.6 0.6
-0.4 -0.8 0.1
-0.3 0.8 0.2
0.0 -0.8 1.1
0.1 0.0 0.1
0.0 -0.2 0.1
-0.2 1.0 0.9
0.3 -0.4 -1.1
0.0 1.8 -1.7
0.0 -0.4 0.0
-0.2 -2.5 3.3
0.2 0.3 0.4
-0.7 0.2 -0.2
0.0 0.5 0.1
0.5 -0.8 0.7
-0.2 -0.4 -1.0
0.1 0.2 -0.5
0.3 0.6 -0.6

Output
HOMO energy, eV: -7.882
LUMO level, eV: 0.6
Calculated total energy, hartree: -1882.07472
Charge: 0